1.
ORCA calculation (ωB97M-V/def2-TZVPD) on C35H52N5O4P2PdS10Te as an isolated structure at a distorted geometry.

Last column: Mulliken charge in e.
Geometry (Å):
Pd 0.315 0.210 0.462  1.132
S -5.349 0.281 4.588  -0.251
C -4.029 0.539 3.657  0.053
S -2.412 0.633 4.281  0.146
C -1.604 0.944 2.762  -0.552
C -2.389 0.962 1.651  0.551
S -1.834 1.245 0.041  -0.247
S -4.095 0.714 1.929  -0.135
S 0.075 1.305 2.751  -0.496
C 5.522 2.439 1.335  -1.299
N 4.205 1.847 1.202  1.524
C 3.114 2.755 1.541  -0.968
P 3.886 0.469 0.357  -0.950
O 2.664 -0.218 0.817  0.570
O 3.766 0.870 -1.236  -0.038
P 2.409 1.298 -1.999  -0.762
O 1.210 0.513 -1.650  -0.156
N 2.274 2.896 -1.557  1.175
C 3.377 3.806 -1.826  -1.084
C 0.960 3.534 -1.559  -0.523
N 2.877 0.985 -3.558  0.371
C 4.105 1.543 -4.103  -0.838
C 1.818 0.810 -4.550  -0.882
N 5.235 -0.457 0.387  0.355
C 5.118 -1.840 0.858  -0.569
C 6.367 -0.185 -0.489  -1.184
H 5.601 2.890 2.327  0.424
H 5.701 3.225 0.591  0.159
H 6.289 1.675 1.240  0.366
H 3.229 3.710 1.023  0.257
H 3.109 2.941 2.619  0.481
H 2.155 2.327 1.266  -0.134
H 4.325 3.278 -1.737  0.198
H 3.361 4.617 -1.095  0.451
H 3.315 4.259 -2.822  0.246
H 0.192 2.790 -1.368  -0.233
H 0.742 4.037 -2.508  0.269
H 0.926 4.275 -0.758  0.268
H 4.858 1.627 -3.321  0.122
H 3.948 2.527 -4.558  0.274
H 4.486 0.871 -4.874  0.392
H 0.945 0.377 -4.068  0.080
H 2.168 0.122 -5.322  0.388
H 1.536 1.757 -5.024  0.304
H 4.136 -2.001 1.296  -0.066
H 5.878 -2.041 1.617  0.318
H 5.243 -2.542 0.030  0.297
H 6.244 0.782 -0.973  0.334
H 6.449 -0.953 -1.264  0.310
H 7.296 -0.176 0.087  0.384
C -0.488 -2.645 -0.367  -1.503
C 0.432 -2.343 0.803  1.615
O 1.520 -2.948 0.890  -0.532
N -0.062 -1.499 1.742  -1.270
Te 1.519 -1.382 3.230  0.550
C 3.390 -1.793 4.559  -0.128
C 4.307 -0.799 4.878  1.151
C 4.121 0.643 4.474  -1.263
C 5.446 -1.147 5.606  -0.891
C 5.692 -2.456 5.986  0.797
C 6.923 -2.829 6.767  -1.616
C 4.777 -3.436 5.613  -0.958
C 3.628 -3.131 4.893  0.940
C 2.688 -4.242 4.502  -1.549
C 0.158 -1.736 4.834  0.714
C -0.772 -2.779 4.761  0.772
C -0.789 -3.818 3.669  -1.796
C -1.731 -2.904 5.764  -0.947
C -1.787 -2.036 6.841  0.789
C -2.853 -2.157 7.893  -1.659
C -0.825 -1.037 6.921  -0.836
C 0.147 -0.872 5.946  0.713
C 1.164 0.221 6.135  -1.350
H -0.634 -3.723 -0.433  0.432
H -0.007 -2.306 -1.285  0.231
H -1.444 -2.146 -0.232  0.261
H 3.310 0.743 3.755  -0.591
H 5.038 1.028 4.025  0.651
H 3.893 1.262 5.345  0.416
H 6.150 -0.365 5.875  0.356
H 7.561 -1.963 6.936  0.356
H 7.500 -3.585 6.232  0.354
H 6.646 -3.249 7.735  0.340
H 4.969 -4.470 5.880  0.447
H 3.197 -5.205 4.522  0.505
H 2.299 -4.076 3.496  0.190
H 1.837 -4.286 5.186  0.257
H -0.027 -3.638 2.918  -0.041
H -1.763 -3.836 3.177  0.494
H -0.618 -4.810 4.095  0.466
H -2.455 -3.708 5.688  0.385
H -3.386 -3.102 7.805  0.378
H -3.575 -1.345 7.785  0.300
H -2.420 -2.092 8.892  0.371
H -0.840 -0.353 7.764  0.390
H 0.837 0.917 6.908  0.445
H 1.309 0.778 5.211  -0.013
H 2.123 -0.205 6.435  0.250
C -4.039 -2.250 -4.697  -0.786
S -4.780 -0.636 -5.053  -0.051
C -3.601 0.578 -4.637  0.219
C -2.587 0.592 -3.700  -0.149
S -2.109 -0.599 -2.624  -0.140
S -1.706 2.131 -3.638  0.292
C -2.566 2.980 -4.877  -0.116
S -2.213 4.503 -5.347  -0.235
S -3.835 2.024 -5.585  -0.148
H -4.694 -2.961 -5.198  0.363
H -4.021 -2.431 -3.630  0.272
H -3.036 -2.300 -5.110  0.271

Calculated values
2S+1: 6
LUMO level (spin up / spin down): -0.28 / -2.18 eV
energy above the lowest of the compared OMol25 structures with the same formula, charge and spin: 1.375 eV
HOMO (spin up / spin down): -6.545 / -6.588 eV


2.
ORCA calculation (ωB97M-V/def2-TZVPD) on C45H43BF9GaN6O3P2S as an isolated structure.

Last column: Mulliken charge in e.
Geometry (Å):
Ga -2.144 1.748 -0.018  0.560
N 0.092 5.516 0.126  -0.360
C -0.731 4.467 -0.186  0.321
S -1.731 3.836 1.093  -0.668
N -0.670 4.017 -1.401  -1.018
N -1.552 2.964 -1.620  0.901
C -2.013 2.909 -2.814  -0.722
C -3.084 2.059 -3.285  1.050
C -3.445 2.137 -4.639  -0.684
C -4.546 1.468 -5.124  -0.798
C -5.323 0.717 -4.232  -0.514
C -4.988 0.624 -2.898  -0.507
C -3.848 1.276 -2.401  0.241
O -3.527 1.130 -1.137  -0.262
H -0.123 6.034 0.959  0.230
H 0.489 6.025 -0.647  0.230
H -1.619 3.646 -3.513  0.445
H -2.840 2.745 -5.305  0.397
H -4.811 1.526 -6.172  0.467
H -6.205 0.202 -4.596  0.421
H -5.584 0.047 -2.203  0.450
C 2.756 0.531 3.439  -1.254
N 2.123 1.847 3.523  0.230
C 3.012 2.830 2.899  -1.052
N 3.375 2.508 1.518  0.186
C 3.959 1.167 1.486  -0.914
N 3.108 0.129 2.075  0.241
C 1.901 -0.089 1.262  -0.964
P 0.830 1.436 1.071  2.068
C 0.794 1.842 2.895  -1.086
C 2.209 2.615 0.628  0.350
H 2.080 -0.215 3.864  0.538
H 3.671 0.554 4.034  0.300
H 3.929 2.879 3.489  0.337
H 2.529 3.808 2.919  0.408
H 4.899 1.191 2.039  0.307
H 4.171 0.902 0.448  0.181
H 1.293 -0.869 1.728  0.196
H 2.193 -0.454 0.279  0.200
H 0.170 1.109 3.408  -0.010
H 0.325 2.818 3.019  0.425
H 1.815 3.630 0.677  0.655
H 2.513 2.436 -0.406  -1.156
C 0.427 -2.229 7.082  -1.451
C -0.806 -2.861 6.406  2.201
C -1.808 -3.286 7.484  -1.767
C -0.354 -4.111 5.650  -2.034
C -1.425 -1.824 5.465  0.139
C -2.118 -0.727 5.989  -0.460
C -2.628 0.297 5.190  -2.028
C -2.422 0.185 3.837  0.971
O -2.757 1.067 2.823  -0.560
B -2.236 0.499 1.648  0.855
O -1.643 -0.734 1.942  -0.631
C -1.751 -0.890 3.309  0.169
C -1.241 -1.905 4.081  -0.233
H 0.955 -2.972 7.690  0.448
H 0.135 -1.400 7.732  0.359
H 1.120 -1.839 6.333  0.156
H -1.346 -4.024 8.145  0.456
H -2.697 -3.737 7.036  0.405
H -2.128 -2.448 8.106  0.329
H -0.035 -4.871 6.366  0.448
H 0.496 -3.907 4.993  0.339
H -1.165 -4.533 5.050  0.422
H -2.260 -0.651 7.059  0.319
H -3.154 1.144 5.613  0.475
H -0.719 -2.733 3.617  0.438
F 2.525 -5.803 -0.057  -0.262
C 1.208 -5.687 -0.313  0.691
F 0.550 -6.031 0.804  -0.275
F 0.914 -6.599 -1.256  -0.268
C 0.868 -4.297 -0.770  0.342
C 0.086 -3.467 0.006  -0.706
C -0.171 -2.169 -0.428  -0.220
C 0.345 -1.708 -1.633  -0.246
C 1.111 -2.573 -2.421  -0.395
C 1.379 -3.859 -1.990  -1.141
P -0.087 0.008 -2.133  1.769
C 1.532 0.796 -2.479  0.853
C 2.763 0.215 -2.175  -1.290
C 3.942 0.930 -2.320  -1.058
C 3.906 2.244 -2.759  0.524
C 2.692 2.845 -3.058  -1.349
C 1.515 2.124 -2.911  -0.177
C 5.200 2.995 -2.906  0.768
F 5.005 4.309 -3.094  -0.292
F 5.976 2.852 -1.818  -0.251
F 5.911 2.541 -3.955  -0.280
C -0.736 -0.382 -3.822  1.019
C -1.943 -1.082 -3.852  -0.997
C -2.539 -1.421 -5.054  -0.953
C -1.940 -1.042 -6.245  0.447
C -0.743 -0.348 -6.236  -1.186
C -0.138 -0.024 -5.026  -0.483
C -2.582 -1.362 -7.561  0.737
F -2.648 -0.274 -8.354  -0.268
F -3.833 -1.825 -7.413  -0.286
F -1.890 -2.294 -8.244  -0.268
H -0.316 -3.821 0.946  0.617
H -0.776 -1.509 0.185  0.736
H 1.488 -2.239 -3.382  0.561
H 1.974 -4.529 -2.599  0.431
H 2.814 -0.808 -1.827  0.149
H 4.893 0.467 -2.083  0.403
H 2.662 3.875 -3.386  0.514
H 0.569 2.617 -3.112  0.281
H -2.427 -1.361 -2.921  0.391
H -3.478 -1.959 -5.064  0.476
H -0.277 -0.061 -7.172  0.445
H 0.805 0.508 -5.038  0.364

Calculated values
LUMO level: -0.14 eV
energy above the lowest of the compared OMol25 structures with the same formula, charge and spin: 0.000 eV
HOMO: -8.115 eV